# 1
DFT (ωB97M-V/def2-TZVPD) results for a molecular structure, C33H48N4O9P2RhS.

Each line ends with the Löwdin spin population.
Element x y z (Å)
Rh: 0.20 -0.21 1.69  2.47
O: -4.29 2.99 1.38  0.00
C: -4.77 1.74 1.22  0.01
C: -6.08 1.64 0.75  0.00
C: -6.67 0.40 0.57  0.01
C: -5.97 -0.77 0.85  0.00
C: -4.67 -0.68 1.30  0.01
C: -4.04 0.56 1.48  0.01
C: -2.63 0.55 1.88  0.06
O: -1.99 -0.52 1.97  0.14
N: -2.06 1.78 2.14  0.25
N: -0.79 1.63 2.47  0.25
C: -0.14 2.76 2.75  0.02
C: 1.17 2.81 3.19  0.10
C: 1.78 4.10 3.33  0.00
C: 3.04 4.25 3.77  0.06
C: 3.79 3.09 4.14  0.04
C: 3.27 1.84 4.05  0.02
C: 1.93 1.63 3.57  0.08
O: 1.45 0.46 3.53  0.18
H: -3.38 2.92 1.75  0.00
H: -6.62 2.55 0.55  0.00
H: -7.69 0.35 0.22  0.00
H: -6.44 -1.74 0.72  0.00
H: -4.09 -1.57 1.51  0.00
H: -0.69 3.70 2.62  0.00
H: 1.19 4.97 3.06  0.00
H: 3.49 5.23 3.87  0.00
H: 4.81 3.21 4.50  0.00
H: 3.84 0.97 4.33  0.00
C: -1.51 3.72 -1.30  0.00
C: -0.14 3.73 -1.93  0.00
C: -0.05 4.57 -3.18  0.00
O: 0.22 2.35 -2.33  0.00
P: 0.99 1.44 -1.30  0.01
O: 0.35 1.41 0.03  0.06
C: 1.07 -0.13 -2.18  0.00
P: -0.05 -1.45 -1.65  0.01
O: -0.51 -1.29 -0.25  0.05
O: 0.73 -2.77 -1.88  0.00
C: 0.92 -3.58 -3.08  0.00
C: 1.34 -2.73 -4.27  0.00
C: -0.30 -4.42 -3.34  0.00
O: -1.20 -1.44 -2.72  0.00
C: -2.63 -1.20 -2.47  0.00
C: -2.83 0.21 -1.95  0.00
C: -3.19 -2.28 -1.57  0.00
O: 2.45 1.99 -1.13  0.00
C: 3.59 2.11 -2.04  0.00
C: 3.20 2.23 -3.49  0.00
C: 4.54 0.96 -1.76  0.00
H: -1.75 4.72 -0.94  0.00
H: -1.56 3.03 -0.45  0.00
H: -2.27 3.43 -2.03  0.00
H: 0.60 4.06 -1.20  0.00
H: -0.72 4.17 -3.95  0.00
H: 0.96 4.60 -3.58  0.00
H: -0.36 5.59 -2.96  0.00
H: 2.08 -0.52 -2.06  0.00
H: 0.88 0.07 -3.24  0.00
H: 1.75 -4.22 -2.79  0.00
H: 0.54 -2.05 -4.56  0.00
H: 1.53 -3.39 -5.12  0.00
H: 2.25 -2.17 -4.06  0.00
H: -1.13 -3.82 -3.71  0.00
H: -0.62 -4.93 -2.42  0.00
H: -0.07 -5.18 -4.09  0.00
H: -3.06 -1.28 -3.47  0.00
H: -2.36 0.34 -0.98  0.00
H: -3.90 0.42 -1.85  0.00
H: -2.40 0.93 -2.65  0.00
H: -2.77 -2.21 -0.57  0.00
H: -2.99 -3.27 -1.99  0.00
H: -4.27 -2.15 -1.50  0.00
H: 4.05 3.04 -1.72  0.00
H: 2.76 1.30 -3.87  0.00
H: 4.10 2.42 -4.08  0.00
H: 2.50 3.04 -3.66  0.00
H: 4.19 0.03 -2.19  0.00
H: 4.67 0.83 -0.68  0.00
H: 5.52 1.19 -2.20  0.00
C: 1.92 -2.89 5.53  0.00
C: 1.84 -3.17 4.07  0.00
C: 1.50 -4.37 3.51  0.01
C: 1.41 -4.44 2.11  0.00
N: 1.70 -3.42 1.32  0.02
C: 2.09 -2.27 1.87  0.02
S: 2.54 -0.89 0.95  0.08
N: 2.13 -2.16 3.23  0.02
C: 0.95 -5.69 1.43  0.00
H: 1.57 -3.74 6.11  0.00
H: 1.30 -2.02 5.78  0.00
H: 2.95 -2.66 5.82  0.00
H: 1.27 -5.22 4.14  0.00
H: 2.26 -1.20 3.58  0.00
H: 0.79 -6.51 2.13  0.00
H: 1.68 -5.99 0.68  0.00
H: 0.02 -5.48 0.91  0.00

The charge is +1. As for the HOMO-LUMO gap (spin up / spin down): 7.54 / 5.95 eV. Its spin multiplicity is 5. The expectation value of S² is 6.047. The HOMO energy (spin up / spin down) is -10.00 / -10.45 eV.

# 2
DFT (ωB97M-V/def2-TZVPD) results for a molecular structure, C33H48N9O3PbS3.

Each line ends with the natural charge from an NBO analysis.
Element x y z (Å)
Pb: 0.59 -0.43 -0.07  1.47
N: -2.25 2.84 0.70  -0.61
C: -2.21 2.46 -0.61  0.26
N: -1.31 1.68 -1.15  -0.55
C: -1.60 1.45 -2.48  0.11
C: -2.72 2.05 -2.94  -0.43
S: -3.47 2.96 -1.69  0.40
C: -0.70 0.62 -3.31  0.10
C: -0.89 0.39 -4.63  -0.44
S: 0.35 -0.63 -5.25  0.42
C: 1.04 -0.70 -3.66  0.28
N: 0.41 0.00 -2.76  -0.59
N: 2.14 -1.45 -3.40  -0.79
H: -1.65 2.51 2.62  0.21
H: -2.90 3.58 0.91  0.40
H: -3.16 2.00 -3.93  0.25
H: -1.67 0.76 -5.27  0.24
H: 2.62 -1.90 -4.15  0.41
H: 2.70 -1.23 -2.59  0.44
N: -1.79 -1.24 0.86  -0.88
C: -1.85 -2.40 1.77  -0.22
C: -1.24 -2.12 3.14  -0.42
C: 0.28 -2.02 3.19  -0.22
N: 0.77 -0.75 2.64  -0.89
H: -2.33 -0.47 1.23  0.37
H: -2.20 -1.50 -0.03  0.39
H: -1.31 -3.21 1.29  0.21
H: -2.88 -2.73 1.91  0.19
H: -1.55 -2.93 3.80  0.23
H: -1.69 -1.20 3.56  0.20
H: 0.71 -2.83 2.59  0.20
H: 0.61 -2.16 4.22  0.19
H: 1.78 -0.71 2.71  0.39
H: 0.41 0.03 3.19  0.38
C: 4.23 -5.97 -0.96  -0.62
C: 3.38 -5.65 0.26  -0.21
N: 3.45 -4.23 0.65  -0.39
C: 4.32 -3.90 1.78  -0.21
C: 5.79 -3.79 1.39  -0.62
C: 2.79 -3.30 -0.05  0.39
S: 3.07 -1.62 0.28  -0.43
N: 2.05 -3.76 -1.07  -0.64
C: 0.88 -3.33 -1.45  0.68
O: 0.10 -2.55 -0.80  -0.87
C: 0.37 -3.85 -2.75  -0.15
C: -0.78 -3.29 -3.30  -0.13
C: -1.25 -3.72 -4.54  -0.24
C: -0.57 -4.72 -5.22  -0.18
C: 0.57 -5.29 -4.67  -0.22
C: 1.04 -4.85 -3.44  -0.17
H: 4.13 -7.02 -1.22  0.22
H: 5.29 -5.76 -0.77  0.21
H: 3.91 -5.37 -1.81  0.22
H: 3.71 -6.22 1.12  0.20
H: 2.34 -5.91 0.07  0.22
H: 4.18 -4.68 2.53  0.20
H: 3.98 -2.97 2.21  0.23
H: 6.18 -4.74 1.04  0.21
H: 6.37 -3.48 2.25  0.22
H: 5.91 -3.05 0.60  0.22
H: -1.30 -2.50 -2.76  0.21
H: -2.14 -3.28 -4.96  0.22
H: -0.93 -5.07 -6.18  0.22
H: 1.10 -6.08 -5.19  0.22
H: 1.93 -5.29 -3.00  0.23
C: 0.46 4.09 0.37  -0.61
C: -0.08 3.71 1.76  -0.10
C: -0.69 4.97 2.39  -0.60
C: -1.18 2.62 1.65  -0.20
C: 1.00 3.14 2.67  -0.02
C: 0.68 2.80 3.99  -0.18
C: 1.62 2.27 4.85  -0.22
C: 2.92 2.06 4.41  -0.22
C: 3.26 2.40 3.11  -0.20
C: 2.31 2.94 2.26  -0.22
H: -0.34 4.51 -0.24  0.22
H: 0.85 3.22 -0.16  0.22
H: 1.24 4.84 0.46  0.22
H: -1.49 5.38 1.77  0.21
H: 0.07 5.75 2.50  0.23
H: -1.10 4.77 3.38  0.21
H: -0.71 1.66 1.40  0.20
H: -0.33 2.98 4.36  0.20
H: 1.35 2.03 5.87  0.22
H: 3.67 1.64 5.08  0.22
H: 4.27 2.25 2.76  0.22
H: 2.61 3.22 1.26  0.22
N: 4.87 3.34 -2.13  -0.86
C: 5.59 2.07 -2.18  -0.35
C: 4.61 0.91 -2.21  0.78
O: 4.90 -0.21 -2.54  -0.58
O: 3.38 1.22 -1.79  -0.68
H: 5.45 4.07 -1.75  0.38
H: 3.39 2.19 -1.62  0.51
H: 4.59 3.63 -3.05  0.37
H: 6.17 1.94 -1.27  0.23
H: 6.28 1.95 -3.02  0.22

The charge is +1. As for the HOMO-LUMO gap: 8.13 eV. Its spin multiplicity is 1. The HOMO energy is -9.84 eV.